Entry 1:
The molecule C18H28N2O in a non-equilibrium geometry. Source: the Open Molecules 2025 dataset; level of theory: ωB97M-V/def2-TZVPD.

Last column: Mulliken charge in e.
CARTESIAN COORDINATES (ANGSTROEM)
O -0.022 2.798 -2.673  -0.649
C -1.917 -3.928 2.555  -0.769
C -2.858 -3.642 0.376  -0.815
C -1.021 -2.904 2.337  -0.721
C -1.948 -2.576 0.161  -0.632
C -2.818 -4.345 1.552  1.367
C -1.011 -2.192 1.128  0.041
N -3.587 -5.446 1.856  -0.243
N 1.006 1.202 -0.560  0.650
C -4.633 -5.827 0.901  -0.976
C 1.716 -0.096 -0.587  -0.753
C 0.272 1.396 0.735  -0.806
C 2.742 5.121 -1.498  -0.678
C 3.603 3.989 -0.903  -0.715
C 1.525 4.601 -2.290  -0.955
C 0.754 -1.257 -0.417  -1.007
C -0.729 0.240 0.924  -0.940
C 2.805 2.911 -0.183  -0.646
C 0.796 3.423 -1.675  -0.029
C -0.019 -1.097 0.892  0.363
C 1.772 2.328 -1.161  -0.244
H -0.415 1.992 -2.287  0.337
H -1.914 -4.420 3.518  0.220
H -3.580 -3.914 -0.403  0.316
H -0.315 -2.623 3.102  0.381
H -1.991 -2.016 -0.768  0.267
H -3.563 -5.786 2.840  0.236
H -5.360 -5.014 0.781  0.334
H -5.157 -6.713 1.257  0.337
H -4.218 -6.100 -0.070  0.272
H 2.465 -0.111 0.215  0.361
H 2.265 -0.183 -1.562  0.397
H -0.266 2.353 0.720  0.381
H 1.006 1.498 1.564  0.380
H 3.357 5.813 -2.093  0.326
H 2.352 5.653 -0.673  0.349
H 4.295 4.407 -0.171  0.355
H 4.195 3.523 -1.710  0.352
H 0.809 5.408 -2.462  0.302
H 1.846 4.244 -3.299  0.412
H 0.074 -1.355 -1.249  0.277
H 1.376 -2.150 -0.425  0.363
H -1.159 0.323 1.906  0.412
H -1.502 0.296 0.148  0.261
H 3.487 2.117 0.175  0.295
H 2.313 3.394 0.702  0.307
H 0.186 3.855 -0.898  0.318
H 0.704 -1.121 1.725  0.360
H 2.282 1.930 -2.051  0.250

Computed properties:
relative energy (zero: lowest compared OMol25 entry of this formula, charge and spin) = 17.8 kcal per mole
HOMO level = -0.277 Eh
LUMO = 0.918 eV

***

Entry 2:
The molecule C18H28N2O3. Source: the Open Molecules 2025 dataset; level of theory: ωB97M-V/def2-TZVPD.

Last column: Mulliken charge in e.
CARTESIAN COORDINATES (ANGSTROEM)
C -3.374 -0.657 1.922  -0.913
C -2.307 -1.743 2.038  -0.465
O -1.650 -2.009 0.817  -0.125
C -2.349 -2.858 -0.073  -0.623
C -1.585 -2.933 -1.394  -0.593
H -0.532 -3.117 -1.176  0.258
H -1.974 -3.768 -1.977  0.407
C -1.716 -1.646 -2.210  -0.935
N -1.106 -0.537 -1.521  0.250
C -0.163 0.249 -2.060  0.147
O 0.168 0.230 -3.228  -0.737
C 0.499 1.188 -1.034  0.239
N -0.457 1.557 0.005  0.242
C -1.549 2.385 -0.495  -0.764
C -1.146 3.850 -0.704  -0.656
H -2.019 4.454 -0.957  0.406
O -0.610 4.410 0.476  -0.436
C 0.503 3.664 0.926  -0.602
C 0.122 2.200 1.177  -0.707
H 0.998 1.639 1.502  0.494
H -0.635 2.165 1.967  0.363
H 0.833 4.140 1.850  0.405
H 1.316 3.719 0.186  0.311
H -0.414 3.928 -1.522  0.308
H -1.921 1.968 -1.432  0.418
H -2.350 2.349 0.252  0.395
C 1.672 0.403 -0.499  -0.140
C 2.961 0.710 -0.915  -0.849
C 4.041 -0.026 -0.466  -0.883
C 3.865 -1.088 0.411  1.039
C 2.574 -1.394 0.822  -1.044
C 1.489 -0.665 0.373  -0.098
H 0.497 -0.926 0.707  0.691
H 2.413 -2.219 1.502  0.393
C 5.040 -1.892 0.880  -1.512
H 5.356 -2.581 0.096  0.284
H 5.883 -1.244 1.112  0.394
H 4.788 -2.473 1.763  0.357
H 5.037 0.228 -0.802  0.400
H 3.121 1.529 -1.602  0.449
H 0.885 2.052 -1.598  0.578
H -1.256 -0.484 -0.522  -0.141
H -1.212 -1.746 -3.175  0.448
H -2.777 -1.432 -2.391  0.306
H -2.433 -3.861 0.374  0.392
H -3.365 -2.481 -0.254  0.327
H -1.517 -1.409 2.716  0.297
H -2.744 -2.668 2.439  0.461
H -2.933 0.244 1.502  -0.012
H -3.773 -0.432 2.907  0.453
H -4.194 -0.976 1.283  0.320

Computed properties:
relative energy (zero: lowest compared OMol25 entry of this formula, charge and spin) = 34.0 kcal per mole
HOMO level = -0.310 Eh
LUMO = 0.806 eV

***

Entry 3:
C18H28N4O2S as an isolated structure in a non-equilibrium geometry. Source: the Open Molecules 2025 dataset; level of theory: ωB97M-V/def2-TZVPD.

Last column: Mulliken charge in e.
CARTESIAN COORDINATES (ANGSTROEM)
C -0.952 -2.883 -1.871  -0.479
C -1.441 -3.483 -0.940  -0.169
C -1.415 -2.903 0.462  -1.113
N -0.792 -1.802 0.645  0.335
C 0.533 -1.833 0.639  0.520
N 0.794 -0.483 0.933  -0.247
N -0.367 0.210 0.980  -0.571
C -1.312 -0.448 0.563  -0.008
C -2.764 -0.028 0.463  -1.538
C -3.078 -0.053 -0.932  -1.042
C -4.628 0.636 -1.043  -0.283
C -4.881 1.899 -0.518  -1.515
C -4.349 1.581 0.941  -0.494
C -2.898 1.408 1.235  -0.630
H -2.267 2.019 0.582  0.319
H -2.710 1.246 2.378  0.306
H -4.464 2.587 1.555  0.399
H -5.058 1.012 1.671  0.292
H -5.718 2.208 -0.571  0.727
H -4.198 2.592 -0.821  0.381
H -4.885 0.472 -2.209  0.273
H -5.339 -0.201 -0.423  0.214
H -2.472 0.817 -1.383  0.235
H -3.043 -0.939 -1.207  0.715
H -3.346 -0.617 0.830  1.718
S 1.647 -3.010 0.827  -0.172
C 3.141 -2.420 1.314  -0.782
C 3.933 -1.490 0.094  0.804
O 4.815 -2.222 -0.198  -0.678
N 3.390 -0.559 -0.273  0.105
C 3.953 0.348 -1.471  -0.888
H 3.342 0.056 -2.474  0.225
H 4.989 -0.099 -1.544  0.409
C 3.965 1.622 -1.152  0.210
H 4.377 2.165 -2.015  0.382
C 2.651 2.534 -0.720  -0.330
H 2.493 3.297 -1.424  0.500
H 1.798 1.690 -0.791  -0.066
C 2.650 2.551 0.784  -0.466
H 1.812 2.015 1.363  0.085
H 2.571 3.468 1.204  0.562
C 3.961 2.158 1.377  -0.630
H 4.494 2.748 1.843  0.397
O 4.800 1.931 -0.033  -0.601
H 4.009 1.153 1.533  0.233
H 2.649 -0.241 0.066  0.078
H 3.808 -3.141 1.805  0.396
H 3.021 -1.618 2.092  0.271
H -1.076 -3.672 1.009  0.732
H -2.732 -2.783 0.892  0.230
H -2.126 -4.341 -1.120  0.338
H -1.032 -3.246 -3.001  0.214
H -0.249 -1.911 -1.949  0.100

Computed properties:
relative energy (zero: lowest compared OMol25 entry of this formula, charge and spin) = 447.3 kcal per mole
HOMO level = -0.280 Eh
LUMO = 0.619 eV

***

Entry 4:
C18H28NO4P2Tl as an isolated structure in a non-equilibrium geometry. Source: the Open Molecules 2025 dataset; level of theory: ωB97M-V/def2-TZVPD.

Last column: Mulliken charge in e.
CARTESIAN COORDINATES (ANGSTROEM)
Tl -0.352 -0.921 -1.031  0.637
P -2.230 1.072 0.033  0.663
C -1.892 2.646 -0.721  -1.103
C -0.549 3.152 -0.584  0.563
N 0.480 2.251 -0.678  0.318
C 1.688 2.597 -0.228  0.351
C 1.984 3.901 0.197  -0.762
C 0.983 4.875 0.146  -0.603
C -0.288 4.510 -0.280  -1.147
C 2.758 1.519 -0.180  -1.045
P 2.243 0.056 -1.146  0.704
H -1.120 5.210 -0.314  0.508
H 2.993 4.116 0.539  0.543
H 1.184 5.899 0.450  0.451
H 3.707 1.910 -0.572  0.624
H 2.931 1.188 0.856  0.540
H -1.932 2.355 -2.531  0.194
H -2.696 3.386 -0.751  0.711
H -1.036 1.141 -3.782  0.536
O -1.964 2.186 -3.508  -0.705
H -2.885 1.950 -3.694  0.408
H -0.183 -0.151 -3.081  0.024
O -0.240 0.446 -3.931  -0.352
H -0.517 -0.117 -4.679  0.450
C 2.840 0.556 -2.797  -1.361
H 3.924 0.733 -2.733  0.499
H 2.653 -0.240 -3.533  0.358
H 2.344 1.482 -3.122  0.374
C 3.421 -1.222 -0.623  -1.213
H 2.999 -2.204 -0.882  0.360
H 4.393 -1.080 -1.116  0.463
H 3.537 -1.178 0.470  0.393
C -1.758 1.414 1.771  -1.053
H -2.485 2.113 2.207  0.471
H -1.745 0.465 2.320  0.372
H -0.756 1.856 1.808  0.309
C -4.059 1.070 0.145  -1.211
H -4.365 0.108 0.581  0.405
H -4.404 1.893 0.788  0.413
H -4.502 1.159 -0.857  0.380
O 0.000 -1.424 1.476  -0.736
C 0.222 -2.622 1.110  0.904
O 0.623 -2.911 -0.078  -0.766
C -0.083 -3.768 2.009  0.310
C -0.290 -5.040 1.460  -0.344
C -0.698 -6.104 2.263  -0.599
C -0.869 -5.918 3.644  -0.369
C -0.651 -4.645 4.201  -0.599
C -0.262 -3.577 3.384  -0.199
H -0.144 -5.179 0.392  0.374
H -0.878 -7.083 1.818  0.393
H -1.183 -6.752 4.280  0.397
H -0.786 -4.493 5.276  0.383
H -0.106 -2.585 3.808  0.384

Computed properties:
relative energy (zero: lowest compared OMol25 entry of this formula, charge and spin) = 36.3 kcal per mole
HOMO level (spin up / spin down) = -0.492 / -0.492 Eh
LUMO (spin up / spin down) = -9.156 / -8.350 eV
charge = +2

***

- The lowest relative energy (zero: lowest compared OMol25 entry of this formula, charge and spin) belongs to which entry?
  C18H28N2O

***

- relative energy (zero: lowest compared OMol25 entry of this formula, charge and spin) of number 4 (C18H28NO4P2Tl)?
  36.3 kcal per mole